# 1
Here is an isolated ion of composition C5H11N2O2S and charge +1 in a non-equilibrium geometry from the Open Molecules 2025 dataset. Energies are from ωB97M-V/def2-TZVPD.

Values from the calculation:
Orbital gap = 9.59 eV
Molecular weight = 163.22 u
SMILES = C[N+]1=C(O)[C@H](N)[C@@H](O)[C@@H]1S
LUMO level = -3.630 eV

```
! RIJCOSX wB97M-V def2-TZVPD def2/J DEFGRID3
* xyz 1 1
C -0.69278 0.73212 0.49007
C -0.34102 0.78525 -0.99927
C 1.01848 0.10235 -1.19020
C 1.24753 -0.58321 0.44515
C 0.01668 -0.33560 2.60448
N 0.15675 -0.01867 1.19124
N -1.41896 0.30574 -1.79995
O -1.75766 1.24758 1.03591
O 1.90380 1.06076 -1.60503
S 1.47373 -2.40180 0.48341
H -0.08388 1.81889 -1.25241
H 0.98278 -0.68794 -1.97468
H 2.18964 -0.18365 0.75125
H 0.47516 0.50123 3.15948
H -1.06743 -0.36170 2.90852
H 0.54430 -1.32997 2.82642
H -1.40916 0.76173 -2.66886
H -2.45805 1.62781 0.63726
H -1.49718 -0.61194 -2.08251
H 2.88977 0.82643 -1.65745
H 0.36457 -2.81387 -0.17771
*
```



# 2
Here is C3H4MnO3 as an isolated structure in a non-equilibrium geometry from the Open Molecules 2025 dataset. Energies are from ωB97M-V/def2-TZVPD.

Values from the calculation:
Orbital gap (spin up / spin down) = 5.74 / 6.22 eV
Molecular weight = 143.00 u
⟨S²⟩ = 9.033
LUMO level (spin up / spin down) = -2.369 / -2.282 eV

```
! RIJCOSX wB97M-V def2-TZVPD def2/J DEFGRID3
* xyz 0 6
H 0.34670 -2.14067 -0.81205
Mn -0.92148 -2.01273 1.04744
O 0.26995 1.36125 -0.29496
C -0.13168 1.47239 1.00946
C -0.08156 0.13903 -0.96223
O -0.70055 2.52397 1.31862
O 0.13133 0.45864 1.72118
C 0.39295 -1.02719 -0.13248
H 0.41944 0.16726 -1.93989
H -1.16407 0.18229 -1.14399
H 1.43896 -1.12424 0.18890
*
```



# 3
Here is one molecule with the formula C8H5N3O4 in a non-equilibrium geometry from the Open Molecules 2025 dataset. Energies are from ωB97M-V/def2-TZVPD.

Values from the calculation:
Orbital gap = 9.17 eV
Molecular weight = 207.15 u
SMILES = O=[N+]([O-])C1([N+](=O)[O-])C=Nc2ccccc21
LUMO level = -0.674 eV

```
! RIJCOSX wB97M-V def2-TZVPD def2/J DEFGRID3
* xyz 0 1
C -1.00672 1.45052 0.03006
C -1.65586 0.26829 -0.00904
C 0.36941 1.44378 0.01513
C -1.04740 -0.94421 -0.09268
C 1.04367 0.24025 0.08713
C 0.33863 -0.97252 -0.04575
C 2.37588 -1.72925 -0.03971
C 2.48167 -0.08725 0.05511
N 1.19207 -2.13341 -0.04452
N 3.19624 0.20159 -1.23122
N 3.29567 0.20222 1.26991
O 2.47995 0.67886 -2.06805
O 2.85008 0.97244 2.06485
O 4.31417 -0.16568 -1.33470
O 4.25184 -0.53692 1.37107
H -1.60522 2.31853 0.04497
H -2.69847 0.34982 0.03902
H 0.89383 2.29451 -0.26567
H -1.57874 -1.96783 -0.31859
H 3.20890 -2.42721 -0.09112
*
```



# 4
Here is a 2-piece molecular cluster, C4H12N2O overall in a non-equilibrium geometry from the Open Molecules 2025 dataset. Energies are from ωB97M-V/def2-TZVPD.

Values from the calculation:
Orbital gap = 9.84 eV
Molecular weight = 104.15 u
SMILES = [H]/N=C/NCCC.O
LUMO level = 0.957 eV

```
! RIJCOSX wB97M-V def2-TZVPD def2/J DEFGRID3
* xyz 0 1
C 1.52081 0.27987 1.41886
C 1.26177 1.37343 0.38709
C 1.47571 0.85952 -1.02500
N 0.34981 0.21587 -1.59301
C -0.63629 1.02479 -2.16041
N -1.71859 0.52245 -2.55638
H 1.49447 0.59449 2.46851
H 0.84836 -0.56214 1.32035
H 2.51293 -0.17493 1.34889
H 1.93705 2.17881 0.68127
H 0.24960 1.72014 0.58254
H 1.83676 1.65316 -1.67761
H 2.27095 0.10840 -1.05780
H -0.06890 -0.52298 -1.07481
H -0.35116 2.07573 -2.15522
H -2.34775 1.17753 -2.99303
H -3.44741 -4.96553 2.72356
H -3.68449 -3.46797 3.03644
O -3.50361 -4.09063 2.32577
*
```



# 5
Here is C50H38ClFeN4O6 as an isolated structure in a non-equilibrium geometry from the Open Molecules 2025 dataset. Energies are from ωB97M-V/def2-TZVPD.

Values from the calculation:
Orbital gap (spin up / spin down) = 5.55 / 5.27 eV
Molecular weight = 882.17 u
⟨S²⟩ = 1.190
LUMO level (spin up / spin down) = -1.247 / -1.642 eV

```
! RIJCOSX wB97M-V def2-TZVPD def2/J DEFGRID3
* xyz 0 2
Fe -0.04994 -0.41411 -0.68818
C 5.63886 -8.14891 1.55762
O 5.96256 -6.78041 1.65562
C 5.04476 -5.86671 1.23922
C 3.90076 -6.17341 0.50532
C 3.00496 -5.17961 0.15842
C 3.22876 -3.85351 0.52722
C 4.39636 -3.55141 1.23782
C 5.28906 -4.53601 1.59182
C 2.25116 -2.80601 0.23082
C 2.72396 -1.59051 -0.30458
C 4.04416 -1.36721 -0.77018
C 4.11696 -0.04771 -1.14038
C 2.83156 0.50479 -0.91758
N 1.99236 -0.43981 -0.42718
C 2.50426 1.85359 -1.22568
C 1.20606 2.29939 -1.46358
C 0.84406 3.62319 -1.87048
C -0.50654 3.63649 -2.02548
C -0.98134 2.33809 -1.65968
C -2.33864 2.05129 -1.46238
C -3.32634 3.03749 -1.92958
C -3.42964 3.36159 -3.28498
C -4.35374 4.28189 -3.72448
C -5.20244 4.93059 -2.82498
O -6.06054 5.84009 -3.35738
C -6.87294 6.60089 -2.49508
C -5.11104 4.60929 -1.47548
C -4.18854 3.67459 -1.04168
C -2.78864 0.95629 -0.70128
N -1.97554 0.00799 -0.13718
C -2.76434 -0.77571 0.63742
C -2.35864 -1.90411 1.40402
C -3.27934 -2.22631 2.50602
C -3.95344 -3.42931 2.70062
C -4.86474 -3.56211 3.73002
C -5.12304 -2.50781 4.61122
O -6.07554 -2.70381 5.56762
C -6.35484 -1.64301 6.45442
C -4.40684 -1.32451 4.45662
C -3.52084 -1.19001 3.40962
C -1.15064 -2.57211 1.22382
C -0.77004 -3.78031 1.89012
C 0.49936 -4.06911 1.49662
C 0.92036 -3.01161 0.62752
N -0.11114 -2.13341 0.44572
C -4.11004 -0.33741 0.56282
C -4.13024 0.72919 -0.29978
N 0.07626 1.53869 -1.32958
C 3.61956 2.80299 -1.22658
C 4.37196 2.90309 -0.05758
C 5.34346 3.87059 0.10052
C 5.62146 4.74429 -0.94718
O 6.50546 5.77539 -0.87888
C 7.00726 6.11899 0.39002
C 4.94936 4.57889 -2.16108
C 3.95476 3.63479 -2.29388
H 6.46156 -8.68681 2.02712
H 5.54486 -8.47511 0.51642
H 4.71196 -8.37691 2.09452
H 3.70676 -7.18641 0.18842
H 2.13176 -5.42681 -0.42928
H 4.57546 -2.53281 1.54582
H 6.18006 -4.30181 2.15302
H 4.81056 -2.10901 -0.85798
H 4.94686 0.47429 -1.57468
H 1.52786 4.43759 -1.99278
H -1.12594 4.46369 -2.31548
H -2.79434 2.86199 -4.00128
H -4.43864 4.52829 -4.77088
H -7.38644 7.32219 -3.13168
H -6.27944 7.13909 -1.74968
H -7.60974 5.97429 -1.98248
H -5.75704 5.07819 -0.75258
H -4.12384 3.45509 0.01382
H -3.79644 -4.25291 2.02012
H -5.41134 -4.48161 3.86452
H -7.17934 -1.97691 7.08302
H -6.65904 -0.73841 5.91622
H -5.48984 -1.41951 7.08772
H -4.53854 -0.49551 5.13282
H -2.98444 -0.26121 3.28492
H -1.39284 -4.32571 2.57122
H 1.09686 -4.90721 1.79712
H -4.93854 -0.79031 1.07182
H -4.99044 1.28269 -0.61788
H 4.14586 2.23739 0.76112
H 5.86846 3.92919 1.04192
H 7.50996 7.07769 0.26662
H 7.73276 5.38139 0.75382
H 6.19476 6.22479 1.11882
H 5.22156 5.22219 -2.98308
H 3.43606 3.52699 -3.23358
Cl 0.05126 -3.61211 -4.75438
C -0.07544 -1.84251 -4.74198
C -0.13794 -1.38151 -3.28488
O -1.14684 -0.78751 -2.85788
O 0.84886 -1.61611 -2.55838
H -0.96554 -1.56421 -5.30668
H 0.82796 -1.44691 -5.21018
*
```



# 6
Here is a 2-piece molecular cluster, C3H6N2O2 overall in a non-equilibrium geometry from the Open Molecules 2025 dataset. Energies are from ωB97M-V/def2-TZVPD.

Values from the calculation:
Orbital gap = 8.18 eV
Molecular weight = 102.09 u
SMILES = CC#CN.O=NO
LUMO level = -0.487 eV

```
! RIJCOSX wB97M-V def2-TZVPD def2/J DEFGRID3
* xyz 0 1
C 2.07218 0.47549 -0.16753
C -0.56646 0.82850 -0.31337
C 0.61776 0.56209 -0.24096
N -1.81477 1.43234 -0.03167
O 0.05184 -2.31787 -0.02960
N -1.34818 -2.04747 -0.56265
O -2.07793 -1.58752 0.28142
H 0.05746 -1.71594 0.73340
H -1.79143 2.19112 0.63594
H -2.57927 0.79532 0.15672
H 2.51814 1.41712 -0.50400
H 2.41329 0.29051 0.85436
H 2.44736 -0.32370 -0.81207
*
```



# 7
Here is an isolated ion of composition CH3N2OS and charge -1 in a non-equilibrium geometry from the Open Molecules 2025 dataset. Energies are from ωB97M-V/def2-TZVPD.

Values from the calculation:
Orbital gap = 7.30 eV
Molecular weight = 91.12 u
SMILES = C/N=[N+](\[O-])[S-]
LUMO level = 4.064 eV

```
! RIJCOSX wB97M-V def2-TZVPD def2/J DEFGRID3
* xyz -1 1
C 0.44583 -0.74623 0.71775
N 0.34215 -0.08847 -0.56379
N -0.53983 0.76291 -0.70557
O -1.40277 1.15393 0.07377
S -0.28432 1.68294 -2.64946
H 0.28216 -0.04457 1.54601
H -0.29297 -1.55130 0.80375
H 1.44974 -1.16921 0.77753
*
```